# 1
{"formula": "C4H7NO", "method": "wB97M-V/def2-TZVPD", "e_lumo_ev": 0.782, "smiles": "N#CCCCO", "e_homo_ev": -10.82, "species": ["N", "C", "C", "C", "C", "O", "H", "H", "H", "H", "H", "H", "H"], "xyz": [[-2.095, 1.959, 0.196], [-1.715, 0.867, 0.145], [-1.158, -0.494, 0.204], [0.081, -0.693, -0.680], [1.183, 0.259, -0.240], [1.369, 0.074, 1.152], [-0.832, -0.627, 1.235], [-1.935, -1.235, -0.002], [0.417, -1.728, -0.548], [-0.135, -0.549, -1.745], [2.108, 0.046, -0.793], [0.873, 1.291, -0.464], [1.835, 0.840, 1.505]], "forces_ev_per_angstrom": [[0.4, -1.2, -0.2], [-0.3, 0.9, 0.2], [-0.1, 0.0, 0.0], [0.0, 0.0, 0.0], [0.0, 0.0, -0.4], [0.2, 0.2, 0.2], [-0.1, -0.1, 0.1], [0.1, 0.2, -0.1], [0.0, 0.2, 0.0], [0.0, 0.0, 0.2], [-0.1, 0.0, 0.1], [0.1, -0.1, 0.1], [0.0, -0.1, 0.0]]}



# 2
{"formula": "C2H2P2S2", "method": "wB97M-V/def2-TZVPD", "e_lumo_ev": [-1.755, -1.756], "e_homo_ev": [-9.05, -9.05], "species": ["C", "C", "P", "P", "S", "S", "H", "H"], "xyz": [[1.120, -0.144, 0.548], [0.124, 1.082, -1.783], [-0.450, -0.053, 1.218], [-0.747, 1.687, -0.223], [-0.072, 3.518, -0.367], [1.792, 0.512, -1.035], [1.881, -0.818, 0.920], [-1.871, 1.566, -0.935]], "forces_ev_per_angstrom": [[-0.1, 0.2, -1.1], [3.0, 0.3, 2.1], [1.5, 1.1, -0.5], [1.4, -1.3, -1.7], [0.1, -0.2, 0.4], [-3.4, 0.2, 0.2], [-0.2, -0.3, 0.4], [-2.3, 0.0, 0.1]]}



# 3
{"formula": "C6H7NO", "method": "wB97M-V/def2-TZVPD", "e_lumo_ev": 0.455, "e_homo_ev": -8.74, "species": ["C", "C", "C", "C", "C", "C", "H", "H", "H", "H", "H", "H", "H", "N", "O"], "xyz": [[1.422, -0.319, -1.287], [0.985, 0.121, 0.103], [-0.156, -0.745, 0.772], [-0.528, 0.899, -0.121], [-0.848, 1.287, 1.296], [-0.662, 0.188, 1.934], [2.449, -0.054, -1.430], [1.701, 0.635, 0.709], [-0.041, -1.860, 1.053], [-0.817, -0.871, -1.212], [-0.365, 1.402, -1.181], [-1.279, 2.187, 1.685], [-0.664, -0.096, 3.019], [-1.139, -0.491, -0.284], [0.714, -0.812, -2.105]], "forces_ev_per_angstrom": [[0.1, 1.0, 3.0], [-3.4, -0.5, -0.6], [0.7, -3.1, 1.6], [2.3, -0.2, -4.3], [-1.2, 2.4, -1.0], [1.5, -3.4, 1.6], [1.2, 0.0, -0.9], [0.6, 0.1, 0.2], [0.2, 1.7, -0.4], [-0.3, 0.5, 1.5], [-1.4, 0.2, 2.7], [0.1, 0.5, -0.2], [-0.3, 0.5, -1.4], [-0.1, 1.3, 0.0], [0.0, -0.8, -1.8]]}



In the order shown, the computed max |F| values come out to 1.23 3.72 4.89 eV/A.
In the order shown, the computed energy relative to the best compared isomer or geometry (same formula, charge and spin) values come out to 24.0 112.9 93.0 kcal/mol.